Entry from OMol25: a molecular structure, C12H21BiNSi at a distorted geometry (ωB97M-V/def2-TZVPD).

The value obtained for the energy above the lowest of the compared OMol25 structures with the same formula, charge and spin is 796.0 kJ/mol. The calculation puts the orbital gap (alpha / beta) at 5.1 / 5.1 eV. Its total charge is -1. Its total energy is -27982.6176 eV.

Element x y z (Å)
C: 0.902 -1.276 -1.802
C: -0.495 -1.203 -2.055
C: -1.178 -1.901 -1.015
C: -0.197 -2.393 -0.110
C: 1.088 -2.001 -0.590
Bi: 0.000 0.000 0.000
C: -1.573 1.651 -0.913
C: -0.427 2.045 -1.482
C: 0.526 2.570 -2.225
N: 1.341 1.014 0.312
H: -2.259 -2.023 -0.922
H: -0.960 -0.701 -2.906
H: -0.390 -2.952 0.807
H: 2.045 -2.210 -0.110
H: 1.690 -0.825 -2.407
H: -2.244 0.945 -1.418
H: 2.210 1.561 0.335
H: -1.918 2.092 0.030
H: 0.273 3.368 -2.937
H: 1.565 2.238 -2.158
C: 1.745 1.396 3.619
Si: -0.086 1.068 3.427
C: -0.734 0.566 5.105
C: -0.955 2.618 2.863
C: -0.407 -0.355 2.250
H: 1.896 2.195 4.374
H: 2.192 1.723 2.663
H: 2.249 0.470 3.964
H: -0.550 1.382 5.833
H: -1.823 0.368 5.038
H: -0.212 -0.353 5.442
H: -0.548 2.929 1.880
H: -2.043 2.423 2.776
H: -0.780 3.425 3.603
H: 0.219 -1.202 2.597
H: -1.475 -0.650 2.320